Record 1
{"formula": "C5H9NO", "method": "wB97M-V/def2-TZVPD", "species": ["C", "C", "N", "C", "C", "C", "O", "H", "H", "H", "H", "H", "H", "H", "H", "H"], "positions_angstrom": [[-1.384, -0.014, 1.288], [-1.245, 0.096, -0.211], [-0.851, 1.405, -0.737], [0.046, 0.266, -0.914], [1.373, 0.267, -0.199], [1.905, -1.136, -0.039], [1.301, -2.130, -0.368], [-0.831, 0.791, 1.781], [-2.435, 0.089, 1.577], [-1.022, -0.980, 1.658], [-1.990, -0.466, -0.775], [-1.339, 1.617, -1.603], [0.098, -0.179, -1.907], [1.296, 0.726, 0.796], [2.126, 0.863, -0.737], [2.919, -1.220, 0.409]], "homo_lumo_gap_ev": 10.66, "homo_ev": -9.599, "max_force_ev_per_a": 0.5, "multiplicity": 1}

---

Record 2
{"formula": "C4H14O3", "method": "wB97M-V/def2-TZVPD", "species": ["C", "C", "C", "C", "H", "H", "H", "H", "H", "H", "H", "H", "H", "H", "O", "H", "H", "O", "H", "H", "O"], "positions_angstrom": [[-2.626, 0.577, 1.087], [-2.555, -0.800, 0.416], [-1.180, -1.190, -0.062], [-0.718, -2.425, -0.155], [-1.669, 0.911, 1.485], [-2.939, 1.338, 0.369], [-3.387, 0.559, 1.867], [-3.272, -0.787, -0.415], [-2.947, -1.595, 1.044], [-0.692, -0.284, -0.422], [0.310, -2.744, -0.259], [-1.396, -3.227, 0.127], [2.129, 0.037, -0.948], [0.956, -0.637, -1.548], [1.825, -0.304, -1.805], [1.674, 1.772, -0.267], [1.674, 2.533, -1.639], [1.226, 2.449, -0.791], [2.399, 0.185, 1.964], [2.665, 1.662, 1.634], [2.752, 0.763, 1.252]], "total_charge": -1, "homo_lumo_gap_ev": [2.82, 10.29], "homo_ev": [0.665, -6.906], "max_force_ev_per_a": 1.3, "multiplicity": 2}

---

Record 3
{"formula": "C2S3", "method": "wB97M-V/def2-TZVPD", "species": ["C", "C", "S", "S", "S"], "positions_angstrom": [[-0.283, -0.367, -1.430], [0.234, 0.163, 0.526], [-0.396, 0.385, 1.947], [0.124, 1.182, -0.878], [0.322, -1.363, -0.165]], "homo_lumo_gap_ev": [8.25, 8.25], "homo_ev": [-9.203, -9.203], "max_force_ev_per_a": 2.5, "multiplicity": 1}

---

Record 4
{"formula": "C4H5BrFN", "method": "wB97M-V/def2-TZVPD", "species": ["C", "C", "F", "C", "Br", "H", "H", "H", "H", "C", "N", "H"], "positions_angstrom": [[1.332, 1.313, 0.530], [0.823, 0.424, -0.598], [1.694, -0.336, -1.293], [-0.473, 0.285, -0.890], [-1.748, 1.453, -0.046], [1.190, 2.399, 0.221], [2.354, 1.289, 0.526], [0.918, 1.121, 1.547], [-0.978, -0.484, -1.492], [-1.712, -2.470, 0.506], [-0.985, -3.291, 0.273], [-2.416, -1.702, 0.718]], "homo_lumo_gap_ev": 10.07, "homo_ev": -9.485, "max_force_ev_per_a": 3.3, "multiplicity": 1}

---

Record 5
{"formula": "C4H13N3", "method": "wB97M-V/def2-TZVPD", "species": ["C", "N", "C", "N", "C", "N", "C", "H", "H", "H", "H", "H", "H", "H", "H", "H", "H", "H", "H", "H"], "positions_angstrom": [[-1.360, 0.460, 0.662], [-0.996, 1.452, -0.353], [0.157, 1.244, -1.164], [1.386, 1.802, -0.479], [-0.222, -0.573, 0.977], [-0.203, -1.728, 0.104], [0.865, -2.638, 0.391], [-2.054, -0.293, 0.256], [-1.752, 0.905, 1.578], [-1.096, 2.423, -0.115], [0.207, 0.353, -1.775], [0.027, 1.937, -2.041], [1.328, 2.781, -0.775], [2.240, 1.478, -0.933], [0.728, 0.008, 0.962], [-0.282, -0.976, 2.011], [-0.426, -1.528, -0.860], [0.644, -3.086, 1.388], [0.796, -3.421, -0.383], [1.952, -2.480, 0.623]], "total_charge": -1, "homo_lumo_gap_ev": [2.71, 8.76], "homo_ev": [1.319, -4.833], "max_force_ev_per_a": 3.3, "multiplicity": 2}

---

Record 6
{"formula": "C6H4O", "method": "wB97M-V/def2-TZVPD", "species": ["C", "C", "C", "O", "C", "C", "C", "H", "H", "H", "H"], "positions_angstrom": [[2.640, -0.877, 0.616], [2.027, 0.148, 0.776], [1.136, 1.304, 0.876], [1.444, 2.367, 1.363], [-0.152, 0.955, 0.302], [-1.060, 0.356, -0.221], [-2.090, -0.453, -0.857], [3.157, -1.798, 0.459], [-2.856, 0.161, -1.337], [-2.568, -1.095, -0.110], [-1.625, -1.092, -1.615]], "homo_lumo_gap_ev": 9.99, "homo_ev": -10.221, "max_force_ev_per_a": 0.6, "multiplicity": 1}

---

Record 7
{"formula": "C10H10N2O2", "method": "wB97M-V/def2-TZVPD", "species": ["C", "C", "C", "C", "C", "C", "C", "C", "C", "C", "H", "H", "H", "H", "H", "H", "H", "H", "H", "H", "N", "N", "O", "O"], "positions_angstrom": [[-0.225, -0.324, -0.780], [-0.540, -1.681, -1.146], [0.001, -2.237, -2.210], [1.487, -0.369, -2.791], [-0.117, -0.100, 2.781], [-1.139, 0.802, 3.123], [-1.464, 1.698, 2.215], [-0.764, 1.904, 0.981], [0.464, 1.260, 0.900], [0.726, 0.222, 1.813], [1.017, 1.265, -1.498], [-1.540, -2.030, -0.584], [-0.534, -3.034, -2.719], [1.267, -2.367, -3.952], [0.224, -0.930, 3.534], [-1.676, 0.753, 4.170], [-2.491, 2.044, 2.303], [-0.971, 2.597, 0.080], [1.316, 1.499, 0.196], [1.843, -0.262, 1.835], [0.831, 0.171, -1.613], [0.962, -1.674, -3.174], [-0.864, 0.485, -0.005], [2.188, 0.309, -3.455]], "homo_lumo_gap_ev": 6.01, "homo_ev": -6.207, "max_force_ev_per_a": 13.2, "multiplicity": 1}

---

Record 8
{"formula": "C5H8NP", "method": "wB97M-V/def2-TZVPD", "species": ["C", "C", "C", "C", "C", "N", "P", "H", "H", "H", "H", "H", "H", "H", "H"], "positions_angstrom": [[-3.037, 0.066, 0.224], [-1.736, 0.558, -0.014], [-0.897, -0.375, -0.631], [1.277, 1.394, -0.138], [1.452, -1.440, 0.219], [-4.061, -0.485, 0.393], [0.891, -0.172, -1.025], [-1.596, 1.535, 0.428], [-1.118, -1.378, -1.054], [0.709, 2.213, -0.430], [2.375, 1.790, -0.277], [1.100, 1.326, 0.938], [2.618, -1.387, 0.434], [1.166, -2.336, -0.147], [0.857, -1.310, 1.080]], "homo_lumo_gap_ev": [7.34, 6.35], "homo_ev": [-6.489, -9.419], "max_force_ev_per_a": 6.8, "multiplicity": 3}

---

Record 9
{"formula": "C25H24IrN4O2S2", "method": "wB97M-V/def2-TZVPD", "species": ["Ir", "C", "C", "C", "C", "C", "C", "C", "C", "C", "S", "C", "N", "H", "H", "H", "H", "H", "H", "H", "H", "C", "C", "C", "C", "C", "C", "C", "S", "O", "O", "N", "C", "C", "C", "C", "C", "N", "H", "H", "H", "H", "H", "H", "H", "H", "H", "H", "H", "C", "C", "C", "N", "H", "H", "H", "H", "H"], "positions_angstrom": [[0.038, -0.036, 1.551], [-1.367, -2.296, -0.646], [-1.688, -2.557, 0.781], [-2.510, -3.667, 1.066], [-2.791, -4.030, 2.346], [-2.175, -3.326, 3.398], [-2.302, -3.718, 4.752], [-1.605, -3.081, 5.749], [-0.746, -2.030, 5.421], [-0.651, -1.610, 4.104], [0.284, -0.233, 3.692], [-1.362, -2.233, 3.066], [-1.166, -1.803, 1.766], [-1.647, -3.159, -1.245], [-0.299, -2.113, -0.752], [-1.897, -1.425, -1.016], [-2.908, -4.224, 0.231], [-3.437, -4.873, 2.560], [-2.947, -4.556, 4.987], [-1.700, -3.397, 6.778], [-0.168, -1.537, 6.194], [1.667, -0.105, -6.930], [1.339, 0.168, -5.492], [0.940, -0.861, -4.636], [0.620, -0.607, -3.317], [0.702, 0.701, -2.842], [1.105, 1.746, -3.672], [1.415, 1.468, -4.988], [0.323, 1.071, -1.195], [-0.992, 0.575, -0.776], [0.592, 2.460, -0.957], [1.228, 0.084, -0.215], [2.400, 0.663, 0.301], [3.517, 1.091, -0.388], [4.534, 1.660, 0.365], [4.404, 1.775, 1.745], [3.242, 1.329, 2.346], [2.261, 0.786, 1.622], [1.707, -1.171, -7.139], [2.626, 0.339, -7.199], [0.911, 0.342, -7.579], [0.881, -1.874, -5.013], [0.314, -1.416, -2.669], [1.166, 2.754, -3.285], [1.724, 2.274, -5.642], [3.589, 0.985, -1.462], [5.431, 2.013, -0.125], [5.191, 2.208, 2.346], [3.089, 1.397, 3.416], [-3.501, 4.012, 0.646], [-2.034, 4.122, 1.079], [-1.445, 2.821, 1.378], [-0.992, 1.798, 1.614], [-3.878, 5.010, 0.434], [-4.112, 3.576, 1.434], [-3.597, 3.409, -0.255], [-1.916, 4.742, 1.969], [-1.411, 4.558, 0.295]], "total_charge": 2, "homo_lumo_gap_ev": [5.20, 5.88], "homo_ev": [-14.073, -14.109], "max_force_ev_per_a": 0.9, "multiplicity": 2}

---

Record 10
{"formula": "C23H26N2O3", "method": "wB97M-V/def2-TZVPD", "species": ["C", "C", "C", "C", "C", "C", "C", "C", "N", "C", "O", "C", "C", "C", "O", "C", "C", "C", "O", "N", "C", "C", "C", "C", "C", "C", "C", "C", "H", "H", "H", "H", "H", "H", "H", "H", "H", "H", "H", "H", "H", "H", "H", "H", "H", "H", "H", "H", "H", "H", "H", "H", "H", "H"], "positions_angstrom": [[-3.440, -2.681, 0.784], [-3.777, -1.240, 0.549], [-5.050, -0.874, 0.123], [-5.366, 0.457, -0.076], [-4.415, 1.440, 0.144], [-3.142, 1.095, 0.572], [-2.073, 2.130, 0.774], [-1.063, 2.037, -0.380], [0.123, 2.836, -0.170], [1.149, 2.384, 0.586], [1.126, 1.305, 1.141], [2.327, 3.346, 0.692], [3.647, 2.577, 0.672], [3.962, 2.023, -0.720], [2.961, 1.158, -1.218], [2.806, -0.067, -0.664], [3.648, -0.658, 0.216], [3.396, -1.956, 0.786], [4.160, -2.507, 1.563], [2.204, -2.571, 0.412], [1.909, -3.845, 1.032], [1.339, -2.025, -0.498], [0.156, -2.680, -0.871], [-0.692, -2.129, -1.805], [-0.391, -0.914, -2.409], [0.759, -0.248, -2.050], [1.626, -0.778, -1.092], [-2.837, -0.247, 0.769], [-2.364, -2.821, 0.828], [-3.849, -3.308, -0.007], [-3.869, -3.016, 1.729], [-5.794, -1.637, -0.052], [-6.357, 0.732, -0.406], [-4.667, 2.479, -0.014], [-1.537, 1.933, 1.704], [-2.505, 3.131, 0.820], [-0.737, 0.998, -0.466], [-1.531, 2.340, -1.319], [0.136, 3.778, -0.523], [2.234, 3.872, 1.646], [2.297, 4.080, -0.114], [4.469, 3.228, 0.974], [3.568, 1.755, 1.386], [3.996, 2.839, -1.448], [4.938, 1.522, -0.717], [4.554, -0.193, 0.566], [0.983, -3.792, 1.607], [1.836, -4.636, 0.284], [2.738, -4.064, 1.705], [-0.099, -3.630, -0.431], [-1.600, -2.649, -2.071], [-1.059, -0.495, -3.146], [1.014, 0.699, -2.498], [-1.844, -0.515, 1.102]], "homo_lumo_gap_ev": 8.70, "homo_ev": -8.099, "max_force_ev_per_a": 0.7, "multiplicity": 1}

---

Short version: energy above the lowest of the compared OMol25 structures with the same formula, charge and spin = 45.57 13.30 38.06 0.00 42.00 55.44 197.65 34.83 0.00 23.56 kcal/mol, in the order given.